The following is a DFT calculation (wB97M-V/def2-TZVPD) of C18H31N2Tb as an isolated structure in a non-equilibrium geometry.

Each line ends with the Mulliken spin population.
Element x y z (Å)
1 C 1.99 2.65 -0.25  0.0061
2 H 2.28 3.47 0.39  0.0001
3 H 2.57 2.71 -1.18  0.0000
4 H 2.30 1.75 0.23  -0.0040
5 C 0.52 2.73 -0.63  -0.0032
6 H 0.19 1.87 -1.25  0.0008
7 H -0.18 2.72 0.23  0.0081
8 C 0.36 4.01 -1.49  -0.0035
9 H -0.68 4.29 -1.69  -0.0001
10 H 0.87 4.86 -1.01  -0.0007
11 H 0.88 3.83 -2.45  0.0004
12 C -0.57 -2.20 -1.19  0.0327
13 C -0.97 -1.21 -2.16  -0.0268
14 C 0.20 -0.49 -2.56  0.0393
15 C 1.32 -1.02 -1.84  -0.0783
16 C 0.84 -2.07 -1.00  -0.0205
17 C 1.72 -3.01 -0.25  -0.0052
18 C 2.74 -0.80 -2.19  -0.0010
19 C 0.31 0.58 -3.60  -0.0062
20 C -2.37 -0.84 -2.50  0.0001
21 C -1.45 -3.14 -0.44  -0.0025
22 Tb -0.28 -0.04 -0.16  6.0748
23 H 3.42 -1.10 -1.39  0.0010
24 H 3.02 -1.39 -3.08  -0.0021
25 H 2.97 0.25 -2.42  -0.0010
26 H 2.69 -2.58 -0.04  0.0025
27 H 1.28 -3.30 0.72  -0.0018
28 H 1.88 -3.94 -0.82  -0.0001
29 H -2.43 -2.69 -0.24  0.0016
30 H -1.62 -4.06 -1.01  -0.0035
31 H -0.99 -3.42 0.51  0.0010
32 H -2.42 0.17 -2.94  0.0015
33 H -2.81 -1.53 -3.23  -0.0021
34 H -3.02 -0.87 -1.61  -0.0022
35 H 1.08 1.32 -3.34  0.0010
36 H 0.59 0.16 -4.57  -0.0004
37 H -0.64 1.11 -3.73  -0.0012
38 C 0.35 0.39 5.66  -0.0001
39 C -0.30 0.20 4.35  -0.0011
40 C -1.65 0.08 4.03  -0.0026
41 C -1.72 -0.07 2.63  -0.0097
42 N -0.46 -0.05 2.12  0.0028
43 N 0.37 0.09 3.21  -0.0038
44 C -2.90 -0.22 1.75  0.0072
45 H -0.04 1.28 6.17  0.0000
46 H 0.17 -0.46 6.33  -0.0001
47 H 1.43 0.51 5.57  0.0000
48 H -2.48 0.11 4.72  -0.0001
49 H 1.38 0.12 3.11  -0.0008
50 H -3.39 -1.20 1.89  -0.0012
51 H -3.67 0.56 1.98  0.0010
52 H -2.66 -0.11 0.66  0.0035

Properties
**Total charge**: +2
**⟨S²⟩**: 12.759
**HOMO level (alpha / beta)**: -0.555 / -0.555 hartree
**LUMO level (alpha / beta)**: -7.183 / -6.567 eV
**Frontier orbital gap (alpha / beta)**: 7.9099 / 8.5298 eV
**Multiplicity**: 7

The following is a DFT calculation (wB97M-V/def2-TZVPD) of one molecule with the formula C18H31N3O3S in a non-equilibrium geometry.

Each line ends with the Löwdin charge.
Element x y z (Å)
1 O 0.92 -2.59 -2.23  0.0414
2 C 1.02 -1.54 -1.56  -0.4304
3 N 1.78 -1.53 -0.47  0.1329
4 C 2.59 -2.86 -0.29  -0.0243
5 C 1.90 -3.40 1.20  -0.1231
6 C 0.43 -3.68 1.14  -0.3870
7 C -0.33 -2.81 1.78  -0.0230
8 C -1.98 -3.08 1.90  -0.0991
9 C -2.39 -4.04 0.59  -0.1313
10 C -1.30 -5.15 0.39  -0.1837
11 C 0.04 -4.74 0.40  -0.2896
12 C 0.22 -0.30 -1.74  -0.2603
13 C -0.63 -0.23 -0.73  -0.1432
14 C -1.63 1.14 -0.61  -0.0150
15 N -0.44 2.13 -0.61  -0.2418
16 S 0.24 2.47 0.87  0.6729
17 O -0.83 1.88 1.86  -0.3433
18 O 1.47 1.99 0.75  -0.2174
19 N 0.14 4.10 1.15  -0.2325
20 C -1.06 4.67 0.83  -0.3919
21 C -1.23 5.32 -0.32  -0.1740
22 C 0.34 5.66 -0.63  -0.0375
23 C 1.24 4.76 0.65  -0.1118
24 C 0.43 2.29 -1.84  -0.0556
25 C 1.29 0.91 -1.87  0.0104
26 H 1.88 -0.85 0.08  0.0308
27 H 2.53 -3.68 -0.86  0.0294
28 H 3.84 -2.74 0.08  0.1725
29 H 2.60 -4.35 1.71  0.1727
30 H 1.91 -2.63 1.99  0.0726
31 H -0.06 -2.04 2.57  0.1245
32 H -2.38 -2.09 1.59  0.0830
33 H -2.15 -3.56 2.88  0.0937
34 H -3.42 -4.11 0.72  0.0727
35 H -2.08 -3.43 -0.23  0.0782
36 H -1.54 -5.85 -0.23  0.0401
37 H -1.32 -5.70 1.59  0.1917
38 H 0.68 -5.62 0.35  0.1488
39 H 0.28 -4.51 -0.66  0.1419
40 H -0.23 -0.43 -2.47  0.0492
41 H -0.13 -0.20 0.38  0.1595
42 H -1.36 -0.93 -0.61  0.0854
43 H -2.13 1.20 -1.64  0.1331
44 H -2.28 1.42 0.11  0.0543
45 H -1.86 3.92 1.05  0.1439
46 H -1.33 5.39 1.68  0.1607
47 H -1.91 6.15 -0.71  0.1586
48 H -1.22 4.51 -0.98  0.0750
49 H 0.69 5.32 -1.51  0.0144
50 H 0.66 6.83 -0.46  0.1383
51 H 1.97 4.15 0.03  0.1263
52 H 1.69 5.53 1.07  0.0493
53 H -0.21 2.13 -2.62  0.0981
54 H 1.01 3.00 -1.70  0.0153
55 H 2.00 0.97 -1.05  0.0968
56 H 1.63 0.81 -2.76  0.0474

Properties
**Total charge**: 0
**ΔE to the lowest compared entry with this formula, charge and spin**: 1667.25 kJ/mol
**HOMO level**: -0.310 hartree
**SMILES string**: O=C(NCCC1=CCCCC1)C1CCN(S(=O)(=O)N2CCCC2)CC1
**LUMO level**: 0.646 eV
**Frontier orbital gap**: 9.0801 eV
**Multiplicity**: 1

The following is a DFT calculation (wB97M-V/def2-TZVPD) of one molecule with the formula C18H31N3O4S in a non-equilibrium geometry.

Each line ends with the Löwdin charge.
Element x y z (Å)
1 O 0.41 -3.27 1.11  0.0795
2 C -0.54 -2.59 0.79  -0.4625
3 N -1.61 -3.08 0.11  0.0698
4 C -1.62 -4.40 -0.46  -0.1658
5 C -1.55 -4.36 -1.99  -0.1322
6 C -2.72 -3.62 -2.57  -0.2659
7 C -2.64 -2.35 -2.94  -0.0721
8 C -3.78 -1.55 -3.50  -0.1945
9 C -4.93 -2.44 -3.93  -0.2045
10 C -5.21 -3.48 -2.85  -0.1979
11 C -4.00 -4.40 -2.70  -0.1560
12 C -0.68 -1.11 1.15  -0.2305
13 C 0.40 -0.70 2.14  -0.1335
14 C 0.30 0.79 2.47  -0.1841
15 N 0.30 1.63 1.28  -0.2313
16 S 1.83 1.94 0.68  0.6369
17 O 2.68 0.79 0.66  -0.2569
18 O 1.64 2.65 -0.55  -0.2683
19 N 2.35 2.92 1.92  -0.2339
20 C 3.78 2.94 2.16  -0.1627
21 C 4.49 3.89 1.18  -0.1831
22 O 3.94 5.18 1.27  -0.1266
23 C 2.56 5.18 0.94  -0.1880
24 C 1.78 4.26 1.88  -0.1638
25 C -0.68 1.24 0.29  -0.1875
26 C -0.55 -0.23 -0.10  -0.1194
27 H -2.32 -2.45 -0.22  0.1275
28 H -2.53 -4.92 -0.14  0.1160
29 H -0.75 -4.93 -0.06  0.1202
30 H -0.61 -3.86 -2.28  0.1204
31 H -1.53 -5.38 -2.37  0.1188
32 H -1.70 -1.82 -2.85  0.1047
33 H -3.42 -0.95 -4.34  0.1105
34 H -4.12 -0.84 -2.74  0.1122
35 H -5.82 -1.84 -4.12  0.1078
36 H -4.67 -2.96 -4.86  0.1171
37 H -6.09 -4.07 -3.11  0.1085
38 H -5.41 -2.97 -1.90  0.1166
39 H -4.13 -5.04 -1.82  0.1110
40 H -3.92 -5.05 -3.57  0.1258
41 H -1.67 -0.95 1.59  0.1530
42 H 1.38 -0.90 1.70  0.1097
43 H 0.31 -1.28 3.06  0.1277
44 H -0.63 1.00 3.01  0.1303
45 H 1.14 1.12 3.07  0.1162
46 H 4.14 1.92 2.03  0.1157
47 H 3.95 3.26 3.19  0.1336
48 H 5.54 3.99 1.43  0.1294
49 H 4.38 3.50 0.16  0.1299
50 H 2.22 6.21 1.04  0.1289
51 H 2.42 4.83 -0.09  0.1137
52 H 0.75 4.15 1.55  0.1185
53 H 1.80 4.65 2.90  0.1325
54 H -1.67 1.44 0.71  0.1326
55 H -0.52 1.89 -0.57  0.1131
56 H 0.43 -0.39 -0.55  0.1317
57 H -1.32 -0.47 -0.84  0.1012

Properties
**Total charge**: 0
**ΔE to the lowest compared entry with this formula, charge and spin**: 9.49 kJ/mol
**HOMO level**: -0.333 hartree
**SMILES string**: O=C(NCCC1=CCCCC1)C1CCN(S(=O)(=O)N2CCOCC2)CC1
**LUMO level**: 0.610 eV
**Frontier orbital gap**: 9.6812 eV
**Multiplicity**: 1

The following is a DFT calculation (wB97M-V/def2-TZVPD) of C18H31N7OPd as an isolated structure in a non-equilibrium geometry.

Each line ends with the Löwdin charge.
Element x y z (Å)
1 Pd 0.00 0.18 0.22  1.0057
2 O 0.99 1.08 -1.91  -0.1260
3 C 0.10 1.64 -2.87  -0.1643
4 C -1.30 1.76 -2.30  -0.2568
5 C -2.25 2.47 -3.02  0.0091
6 C -3.54 2.57 -2.53  -0.0105
7 C -3.83 1.97 -1.31  -0.0262
8 C -2.83 1.30 -0.65  -0.1130
9 N -1.58 1.18 -1.13  0.0091
10 H 1.85 0.94 -2.32  0.1199
11 H 0.05 0.99 -3.75  0.1415
12 H 0.45 2.62 -3.20  0.1403
13 H -1.97 2.93 -3.96  0.1340
14 H -4.29 3.12 -3.07  0.1284
15 H -4.82 2.04 -0.87  0.1214
16 H -3.01 0.83 0.31  0.1121
17 C 3.74 -0.01 3.52  -0.0134
18 N 3.00 1.15 3.06  -0.0646
19 C 3.64 2.46 3.18  -0.0836
20 C 2.68 3.40 2.46  -0.0851
21 N 1.83 2.47 1.73  -0.0928
22 C 0.75 2.93 0.89  -0.0312
23 C 1.97 1.21 2.19  -0.3255
24 N 1.14 0.23 1.85  -0.0467
25 C 1.12 -1.04 2.58  -0.1998
26 C -0.31 -1.56 2.43  -0.2002
27 N -0.57 -1.55 0.99  -0.0534
28 C -1.47 -2.35 0.42  -0.3177
29 N -1.51 -2.58 -0.92  -0.0849
30 C -0.70 -1.97 -1.95  -0.0357
31 C -2.68 -3.36 -1.29  -0.0889
32 C -3.09 -3.96 0.05  -0.0872
33 N -2.43 -3.08 1.02  -0.0622
34 C -2.69 -3.34 2.43  -0.0157
35 H 4.74 0.33 3.78  0.1014
36 H 3.85 -0.76 2.74  0.0984
37 H 3.31 -0.46 4.41  0.0949
38 H 4.62 2.43 2.69  0.1353
39 H 3.79 2.72 4.22  0.1367
40 H 3.17 4.09 1.78  0.1334
41 H 2.07 3.98 3.17  0.1368
42 H 0.99 3.94 0.56  0.1126
43 H -0.21 2.96 1.42  0.1050
44 H 0.68 2.33 -0.02  0.0344
45 H 1.35 -0.90 3.63  0.1188
46 H 1.81 -1.76 2.14  0.1225
47 H -1.01 -0.92 2.97  0.1218
48 H -0.36 -2.57 2.84  0.1126
49 H 0.33 -1.86 -1.60  0.0868
50 H -1.10 -1.01 -2.28  0.0657
51 H -0.69 -2.65 -2.80  0.1064
52 H -2.40 -4.13 -2.01  0.1356
53 H -3.45 -2.73 -1.72  0.1350
54 H -2.74 -4.99 0.18  0.1401
55 H -4.17 -3.94 0.21  0.1347
56 H -3.61 -3.91 2.48  0.1015
57 H -2.83 -2.43 2.99  0.0954
58 H -1.90 -3.95 2.89  0.0983

Properties
**Total charge**: +2
**ΔE to the lowest compared entry with this formula, charge and spin**: 121.84 kJ/mol
**HOMO level**: -0.535 hartree
**LUMO level**: -7.037 eV
**Frontier orbital gap**: 7.5216 eV
**Multiplicity**: 1

no.,total energy (Eh)
1,-1637.90545
2,-1492.05040
3,-1567.90208
4,-1290.38522